DFT (ωB97M-V with the def2-TZVPD basis set) results for C43H87CdF13N11O11PS5 as an isolated structure.

Each line ends with the Mulliken spin population.
Cartesian coordinates (Å):
Cd (-2.7554, -20.9644, -5.6669)  0.012
C (-7.1123, -22.1502, -5.8364)  0.000
F (-8.0969, -23.0792, -5.7949)  0.000
F (-6.7848, -21.8731, -7.0779)  0.000
F (-7.6011, -21.1210, -5.0800)  0.000
S (-5.5452, -22.8675, -4.8804)  0.001
O (-6.0303, -22.9242, -3.5000)  0.001
O (-5.2080, -24.2104, -5.4552)  0.001
O (-4.3952, -21.9161, -5.0588)  -0.004
C (-3.6241, -23.9562, -1.0060)  0.000
C (-4.8612, -24.6353, -0.5110)  -0.001
N (-4.6387, -25.4928, 0.6076)  0.000
C (-3.6783, -25.4522, 1.5288)  0.000
C (-3.9680, -26.4286, 2.4933)  0.000
N (-4.9763, -27.1906, 2.0748)  0.000
C (-5.3546, -26.6925, 0.9003)  0.000
C (-5.5229, -28.3956, 2.6584)  0.000
H (-3.3080, -23.1246, -0.3763)  0.000
H (-3.8277, -23.4972, -1.9734)  0.000
H (-2.7071, -24.5424, -1.0663)  0.000
H (-5.2685, -25.2290, -1.3293)  0.001
H (-5.5717, -23.8524, -0.2456)  0.000
H (-2.9801, -24.6506, 1.7193)  0.000
H (-3.4392, -26.6788, 3.4011)  0.000
H (-6.0413, -27.1738, 0.2197)  0.000
H (-6.5824, -28.3626, 2.9125)  0.000
H (-4.8785, -28.5952, 3.5146)  0.000
H (-5.3379, -29.1735, 1.9177)  0.000
C (-9.0841, -17.7358, -14.2506)  0.000
C (-8.1863, -19.0036, -14.0015)  0.000
N (-7.3977, -18.9154, -12.7880)  0.000
C (-6.3007, -18.0568, -12.5697)  0.000
C (-5.7907, -18.2968, -11.2954)  0.000
N (-6.5646, -19.2330, -10.7200)  0.000
C (-7.5540, -19.5863, -11.6343)  0.000
C (-6.4097, -19.7150, -9.3812)  0.000
H (-8.5535, -16.7861, -14.1831)  0.000
H (-9.9034, -17.7004, -13.5326)  0.000
H (-9.4152, -17.7433, -15.2891)  0.000
H (-7.5992, -19.2280, -14.8920)  0.000
H (-8.8199, -19.8819, -13.8781)  0.000
H (-5.8949, -17.5770, -13.4482)  0.000
H (-4.9039, -17.9109, -10.8146)  0.000
H (-8.2606, -20.3785, -11.4353)  0.000
H (-5.4186, -19.4100, -9.0454)  0.000
H (-6.5912, -20.7878, -9.4457)  0.000
H (-7.2395, -19.3472, -8.7777)  0.000
C (-11.2809, -21.5732, -7.1203)  0.000
C (-11.2184, -23.1249, -7.0119)  0.000
N (-12.2135, -23.6387, -5.9405)  0.000
C (-12.7948, -24.8954, -6.0827)  0.000
C (-13.6498, -24.9627, -4.9757)  0.000
N (-13.4825, -23.8709, -4.1222)  0.000
C (-12.4529, -23.1285, -4.6844)  0.000
C (-14.2946, -23.4260, -3.0049)  0.000
H (-10.6748, -21.2132, -7.9516)  0.000
H (-10.8519, -20.9548, -6.3318)  0.000
H (-12.3110, -21.2282, -7.2104)  0.000
H (-10.2092, -23.3542, -6.6699)  0.000
H (-11.3733, -23.6725, -7.9416)  0.000
H (-12.5582, -25.3926, -7.0118)  0.000
H (-14.3602, -25.7522, -4.7799)  0.000
H (-12.0451, -22.2419, -4.2219)  0.000
H (-15.2253, -23.9933, -3.0213)  0.000
H (-14.4125, -22.3425, -3.0135)  0.000
H (-13.8627, -23.6940, -2.0407)  0.000
C (-9.0665, -17.5667, -3.2905)  0.000
C (-8.5363, -18.1025, -1.9562)  0.000
C (-7.6212, -19.4072, -2.0592)  0.000
N (-6.8160, -19.7619, -0.8190)  0.001
C (-7.7091, -19.8664, 0.4366)  0.000
C (-5.6218, -18.8412, -0.5766)  -0.001
C (-4.4635, -19.3503, -1.4220)  0.006
C (-4.7560, -20.7542, -1.7595)  0.004
C (-6.1056, -21.1172, -1.0850)  -0.002
H (-10.0612, -17.1364, -3.1746)  0.000
H (-9.1480, -18.3024, -4.0907)  0.000
H (-8.3266, -16.8243, -3.5895)  0.000
H (-9.4029, -18.2936, -1.3233)  0.000
H (-8.1144, -17.3104, -1.3376)  0.000
H (-6.9001, -19.3092, -2.8707)  -0.001
H (-8.2449, -20.2926, -2.1825)  0.000
H (-7.1530, -20.1548, 1.3286)  0.000
H (-8.4678, -20.6313, 0.2710)  0.000
H (-8.2533, -18.9297, 0.5572)  0.000
H (-5.2180, -18.8910, 0.4347)  -0.001
H (-5.9825, -17.8409, -0.8160)  0.001
H (-3.4683, -19.3115, -0.9789)  0.003
H (-4.5859, -18.6955, -2.2847)  -0.003
H (-4.0326, -21.4765, -1.3814)  0.002
H (-4.8617, -20.8516, -2.8400)  -0.002
H (-5.8322, -21.5913, -0.1424)  0.000
H (-6.7817, -21.7813, -1.6235)  0.001
C (-11.0066, -29.5965, -5.1843)  0.000
C (-10.4417, -28.1604, -4.9925)  0.000
C (-9.9941, -27.9789, -3.4958)  0.000
N (-9.2504, -26.5954, -3.2019)  0.000
C (-7.9166, -26.5003, -4.0187)  0.000
C (-8.9204, -26.4048, -1.6793)  0.000
C (-8.7769, -24.9358, -1.4547)  0.000
C (-9.3366, -24.1982, -2.6362)  0.000
C (-10.0215, -25.3537, -3.4383)  0.000
H (-10.3139, -30.3261, -4.7649)  0.000
H (-11.0607, -29.8019, -6.2534)  0.000
H (-11.9867, -29.7522, -4.7335)  0.000
H (-11.1533, -27.3782, -5.2569)  0.000
H (-9.6628, -28.0318, -5.7441)  0.000
H (-9.2505, -28.7579, -3.3276)  0.000
H (-10.8178, -28.0646, -2.7871)  0.000
H (-7.3257, -25.6346, -3.7194)  0.000
H (-8.1855, -26.4876, -5.0749)  0.000
H (-7.3988, -27.4467, -3.8627)  0.000
H (-8.0450, -26.9975, -1.4138)  0.000
H (-9.7638, -26.7933, -1.1086)  0.000
H (-7.7044, -24.7418, -1.4405)  0.000
H (-9.0947, -24.5056, -0.5049)  0.000
H (-8.5164, -23.6508, -3.1008)  0.000
H (-9.8886, -23.3625, -2.2060)  0.000
H (-9.9955, -25.0335, -4.4799)  0.000
H (-11.0428, -25.5657, -3.1220)  0.000
C (-2.8619, -25.9002, -4.8001)  0.000
C (-2.9892, -26.7670, -6.0579)  0.000
C (-3.7513, -28.0878, -5.6906)  0.000
N (-4.1454, -29.0037, -6.8884)  0.000
C (-3.0167, -29.3182, -7.9038)  0.000
C (-4.6379, -30.3630, -6.4024)  0.000
C (-6.1160, -30.2142, -6.0807)  0.000
C (-6.5825, -29.3985, -7.3192)  0.000
C (-5.4258, -28.3585, -7.5301)  0.000
H (-3.8462, -25.7904, -4.3449)  0.000
H (-2.5623, -24.8614, -4.9390)  0.000
H (-2.2552, -26.3138, -3.9945)  0.000
H (-1.9933, -27.0488, -6.3996)  0.000
H (-3.5230, -26.2022, -6.8222)  0.000
H (-4.6707, -27.9297, -5.1269)  0.000
H (-2.9942, -28.6466, -5.1406)  0.000
H (-2.2240, -29.7391, -7.2853)  0.000
H (-2.7191, -28.3554, -8.3193)  0.000
H (-3.4427, -29.9119, -8.7126)  0.000
H (-4.7045, -31.0999, -7.2028)  0.000
H (-4.1090, -30.7916, -5.5511)  0.000
H (-6.6569, -31.1511, -5.9475)  0.000
H (-6.2689, -29.6217, -5.1787)  0.000
H (-6.7946, -30.0294, -8.1824)  0.000
H (-7.4335, -28.7937, -7.0061)  0.000
H (-5.2559, -28.3620, -8.6068)  0.000
H (-5.6385, -27.3482, -7.1808)  0.000
N (-3.2508, -19.1349, -5.2635)  0.368
S (-4.7620, -18.3308, -5.7129)  -0.024
O (-4.8900, -17.8670, -7.0932)  0.036
O (-5.4429, -17.6183, -4.6694)  0.010
F (-5.6118, -19.7517, -5.8842)  -0.005
S (-2.6174, -17.8602, -4.6948)  -0.092
O (-2.7110, -17.7991, -3.2483)  0.465
O (-2.6042, -16.6389, -5.4578)  0.213
F (-1.0867, -18.3915, -4.9217)  0.000
N (-2.5228, -21.3139, -7.5435)  0.005
S (-2.0011, -20.2429, -8.8592)  0.000
O (-3.0314, -19.4538, -9.5565)  0.001
O (-0.7443, -20.4561, -9.5081)  0.001
F (-1.4591, -19.1490, -7.8385)  -0.001
S (-2.8324, -22.3826, -8.5884)  -0.001
O (-1.7079, -23.2107, -9.0123)  0.002
O (-4.0231, -22.2845, -9.3615)  0.001
F (-3.5019, -23.3043, -7.4426)  0.001
P (-0.7427, -22.1804, -3.7048)  0.001
F (-1.9729, -21.2052, -3.3984)  -0.004
F (-1.4656, -23.4385, -2.9331)  0.000
F (-1.6607, -22.5842, -5.0068)  0.002
F (0.4671, -23.1913, -4.1975)  0.000
F (0.0182, -21.0806, -4.5891)  0.000
F (0.0801, -21.7681, -2.3081)  0.000

Computed properties:
E: -6916.93268 a.u.
2S+1: 2
Charge: +5

=====

DFT (ωB97M-V with the def2-TZVPD basis set) results for a 7-piece molecular cluster, C43H89N10O6 overall.

Each line ends with the Mulliken charge.
Cartesian coordinates (Å):
C (1.3900, -1.2420, 0.1509)  0.384
C (2.0400, -2.2565, 0.0859)  -0.387
C (2.8878, -3.4550, 0.0726)  0.252
N (3.9318, -3.3252, 1.1272)  -0.278
C (5.0573, -2.6250, 0.7897)  0.326
N (5.7381, -2.1287, 1.8218)  -0.337
N (5.5264, -2.4423, -0.4991)  0.003
C (4.4598, -2.5233, -1.5474)  -1.190
N (5.0648, -2.5661, -2.8514)  -0.380
C (5.9246, -1.6751, -3.1832)  0.678
C (6.8970, -1.9818, -4.2936)  -0.406
C (6.0295, -0.2887, -2.6095)  -0.971
C (3.5654, -3.7311, -1.2853)  0.496
C (2.6512, -4.1741, -2.4285)  -1.434
C (1.8830, -3.0809, -3.1811)  -0.694
C (0.4010, -2.9345, -2.8192)  0.742
C (-0.3726, -4.2554, -2.7722)  -0.731
C (-1.9041, -4.1029, -2.7409)  -1.219
C (-2.4131, -2.7706, -2.1662)  0.803
C (-3.7250, -2.9208, -1.3513)  -0.841
C (-3.6174, -2.3304, 0.0612)  -1.234
C (-3.8275, -0.8119, 0.1309)  -0.688
C (-2.5666, 0.0147, -0.1658)  0.605
C (-2.5224, 0.6424, -1.5693)  -1.636
C (-1.0826, 0.9147, -2.0646)  1.049
C (-0.7677, 2.4039, -2.0832)  -1.097
C (0.6627, 2.7954, -2.4908)  -1.331
C (1.7634, 1.8269, -2.0470)  1.612
C (3.1583, 2.4084, -2.3804)  -1.383
H (0.8768, -0.2990, 0.1400)  -0.744
H (2.2707, -4.3210, 0.3288)  0.824
H (4.2359, -4.2192, 1.5036)  0.378
H (5.2632, -1.6430, 2.5678)  0.255
H (6.7478, -2.1841, 1.8367)  0.257
H (6.2179, -3.1633, -0.7252)  0.421
H (3.8371, -1.6247, -1.4276)  0.228
H (7.2012, -3.0231, -4.1965)  -0.251
H (7.7294, -1.2900, -4.1853)  0.255
H (6.3598, -1.8149, -5.2310)  0.299
H (5.1988, -0.0396, -1.9456)  0.173
H (6.0571, 0.4287, -3.4344)  0.471
H (6.9439, -0.1999, -2.0141)  0.258
H (4.2450, -4.5796, -1.1007)  0.301
H (3.3061, -4.6889, -3.1349)  0.227
H (1.9747, -4.9450, -2.0410)  0.735
H (2.3688, -2.1048, -3.0988)  0.089
H (1.9085, -3.3382, -4.2448)  0.504
H (-0.0641, -2.3275, -3.6060)  0.581
H (0.2607, -2.3718, -1.8943)  -0.855
H (-0.0449, -4.8822, -1.9332)  0.326
H (-0.0968, -4.8074, -3.6815)  0.258
H (-2.3352, -4.3017, -3.7259)  0.347
H (-2.2910, -4.8990, -2.0948)  0.402
H (-2.6440, -2.1034, -3.0003)  0.348
H (-1.6728, -2.3262, -1.4979)  -0.621
H (-4.0023, -3.9757, -1.2650)  0.460
H (-4.5486, -2.4121, -1.8637)  0.350
H (-4.3284, -2.8157, 0.7373)  0.491
H (-2.6156, -2.5285, 0.4681)  0.299
H (-4.1526, -0.5772, 1.1512)  0.456
H (-4.6614, -0.5493, -0.5315)  0.360
H (-2.5510, 0.8469, 0.5469)  0.478
H (-1.6565, -0.5596, 0.0447)  -0.402
H (-3.1062, 0.0653, -2.2925)  0.404
H (-3.0074, 1.6222, -1.4882)  0.718
H (-0.3861, 0.4307, -1.3700)  -1.089
H (-0.9093, 0.4624, -3.0486)  0.464
H (-1.4653, 2.9176, -2.7563)  0.394
H (-0.9610, 2.8186, -1.0864)  0.373
H (0.8715, 3.7588, -2.0087)  0.325
H (0.7457, 2.9830, -3.5680)  0.423
H (1.6974, 1.6601, -0.9703)  -0.406
H (1.6192, 0.8547, -2.5297)  -0.239
H (3.7335, 1.7459, -3.0325)  0.182
H (3.7238, 2.6058, -1.4674)  0.321
H (3.0486, 3.3540, -2.9190)  0.480
C (1.0555, 1.4649, 2.2657)  0.082
O (0.5528, 1.4707, 1.1563)  -0.667
N (0.3492, 1.4464, 3.4114)  0.195
C (0.9817, 1.4479, 4.7142)  -0.940
C (-1.1044, 1.4295, 3.3247)  -0.900
H (2.1480, 1.4808, 2.4227)  0.313
H (0.7020, 0.5544, 5.2762)  0.349
H (0.6786, 2.3268, 5.2854)  0.351
H (2.0638, 1.4649, 4.5967)  0.291
H (-1.4408, 0.5470, 2.7791)  0.191
H (-1.4628, 2.3100, 2.7918)  0.308
H (-1.5221, 1.4182, 4.3282)  0.413
C (8.6669, 1.2286, -5.9341)  0.044
O (7.5582, 0.7846, -5.6837)  -0.532
N (9.2961, 2.1678, -5.2052)  0.125
C (10.6145, 2.6611, -5.5549)  -0.924
C (8.6258, 2.7037, -4.0339)  -0.802
H (9.2513, 0.8888, -6.8034)  0.313
H (11.3217, 2.4699, -4.7459)  0.343
H (10.5826, 3.7351, -5.7443)  0.341
H (10.9670, 2.1586, -6.4530)  0.286
H (8.4129, 1.9066, -3.3198)  0.148
H (7.6787, 3.1652, -4.3152)  0.306
H (9.2650, 3.4471, -3.5647)  0.379
C (-6.6758, 1.7765, 1.5717)  0.418
O (-6.4428, 2.6994, 2.3297)  -0.648
N (-7.8778, 1.1910, 1.4145)  0.150
C (-8.0791, 0.0897, 0.4996)  -0.705
C (-9.0030, 1.6903, 2.1945)  -0.974
H (-5.8907, 1.3296, 0.9356)  -0.032
H (-8.8190, 0.3511, -0.2600)  0.343
H (-8.4302, -0.7959, 1.0346)  0.324
H (-7.1400, -0.1518, 0.0034)  0.090
H (-9.1865, 2.7392, 1.9778)  0.358
H (-8.7830, 1.5992, 3.2592)  0.265
H (-9.8911, 1.1091, 1.9563)  0.399
C (-9.6600, 4.2439, 4.3687)  0.156
O (-10.2048, 4.2807, 3.2782)  -0.668
N (-10.3217, 4.1699, 5.5395)  0.176
C (-9.6340, 4.1318, 6.8166)  -0.990
C (-11.7724, 4.1297, 5.5069)  -0.967
H (-8.5642, 4.2667, 4.4816)  0.327
H (-9.8839, 3.2121, 7.3508)  0.309
H (-9.9374, 4.9846, 7.4269)  0.406
H (-8.5597, 4.1725, 6.6724)  0.311
H (-12.1182, 3.2635, 4.9414)  0.275
H (-12.1681, 5.0228, 5.0220)  0.305
H (-12.1502, 4.0717, 6.5251)  0.387
C (8.9117, -5.8494, -5.2279)  0.096
O (9.8563, -6.0065, -5.9718)  -0.590
N (7.9452, -6.7661, -5.0099)  0.139
C (6.8398, -6.5347, -4.1061)  -0.707
C (8.0315, -8.0349, -5.7165)  -0.965
H (8.7674, -4.9152, -4.6541)  0.243
H (6.8503, -7.2820, -3.3086)  0.369
H (5.8936, -6.6004, -4.6475)  0.372
H (6.9199, -5.5421, -3.6638)  0.006
H (8.9613, -8.5456, -5.4663)  0.299
H (8.0190, -7.8700, -6.7937)  0.304
H (7.1868, -8.6593, -5.4352)  0.387
C (-6.4411, 5.7568, 8.7019)  0.132
O (-6.9095, 4.8241, 8.0757)  -0.580
N (-7.0524, 6.3832, 9.7252)  0.104
C (-6.4338, 7.4878, 10.4296)  -0.918
C (-8.3716, 5.9340, 10.1358)  -0.810
H (-5.4447, 6.1723, 8.4767)  0.257
H (-6.3080, 7.2459, 11.4867)  0.334
H (-7.0484, 8.3863, 10.3486)  0.337
H (-5.4557, 7.6946, 9.9999)  0.287
H (-8.3398, 4.8869, 10.4389)  0.296
H (-9.0777, 6.0251, 9.3106)  0.178
H (-8.7124, 6.5423, 10.9699)  0.379

Computed properties:
E: -2690.49349 a.u.
2S+1: 1
Charge: +1